C31H40BrN2O5PTa | wB97M-V/def2-TZVPD

As for the net charge: +3. Its HOMO energy is -16.68 eV. The calculation puts the energy above the lowest of the compared OMol25 structures with the same formula, charge and spin at 107.31 kJ/mol. The calculation puts the calculated total energy at -126874.6803 eV. The value obtained for the strongest force on any atom is 0.869 eV/Å. As for the frontier orbital gap: 6.2519 eV. Its spin multiplicity is 1.

Each line ends with the Mulliken charge.
CARTESIAN COORDINATES (ANGSTROEM)
Ta -0.0930 -0.8708 1.1507  -0.547
O 2.2563 -0.4344 4.7781  -0.412
C 1.3901 -0.1608 3.8667  0.644
O 1.2984 -0.8088 2.8059  -0.828
C 0.5213 1.0266 4.1572  -0.764
O -0.5132 1.0260 3.2057  -0.332
C -1.8490 0.8517 3.6776  -0.169
C -2.4472 -0.4328 3.1449  0.248
O -3.5401 -0.8249 3.2931  -0.430
O -1.5004 -1.1125 2.3466  -0.268
H 2.8264 -1.1965 4.5608  0.437
H 0.1728 0.9949 5.1910  0.470
H 1.1369 1.9264 4.0491  0.414
H -1.9104 0.8351 4.7665  0.735
H -2.4578 1.6764 3.3016  0.029
C 2.9860 1.7830 0.5900  -1.100
C 3.5046 0.4161 0.1678  0.671
C 4.5790 0.5383 -0.9141  -1.457
P 2.1259 -0.7087 -0.3359  0.536
C 2.9807 -2.2190 -0.9477  0.534
C 2.0744 -3.2230 -1.6558  -1.531
C 3.7302 -2.8695 0.2204  -1.393
C 1.1894 0.0682 -1.6858  -0.078
C 1.6940 0.1541 -2.9812  -0.513
C 1.0114 0.8313 -3.9924  0.353
C 1.5879 0.9585 -5.3725  -1.678
C -0.2156 1.4119 -3.6724  -1.221
C -0.7565 1.3218 -2.3972  0.077
C -0.0603 0.6518 -1.4055  -0.351
N -0.6388 0.4703 -0.0959  2.025
C -1.7816 1.3049 0.3245  -0.527
C -3.0991 0.8121 0.2833  0.746
C -3.4886 -0.5412 -0.2476  -0.908
C -4.1218 1.6528 0.7050  -1.137
C -3.8957 2.9573 1.1324  0.283
C -5.0360 3.8492 1.5230  -1.776
C -2.5815 3.4161 1.1398  -1.146
C -1.5166 2.6178 0.7496  1.162
C -0.1314 3.1868 0.7767  -0.903
H 3.8240 2.4164 0.8812  0.685
H 2.3180 1.7076 1.4501  -0.220
H 2.4576 2.2841 -0.2216  0.150
H 3.9301 -0.0769 1.0477  0.518
H 4.1666 0.8974 -1.8582  0.319
H 5.1216 -0.3891 -1.0869  0.365
H 5.3103 1.2771 -0.5843  0.478
H 3.7078 -1.8410 -1.6692  0.630
H 1.4688 -3.7821 -0.9402  0.233
H 2.6959 -3.9481 -2.1810  0.560
H 1.4223 -2.7548 -2.3943  0.292
H 3.0417 -3.1640 1.0173  0.216
H 4.4983 -2.2230 0.6443  0.359
H 4.2293 -3.7723 -0.1325  0.472
H 2.6411 -0.3152 -3.2219  0.449
H 2.4452 0.3043 -5.5158  0.411
H 1.9129 1.9855 -5.5495  0.345
H 0.8401 0.7273 -6.1307  0.403
H -0.7685 1.9400 -4.4402  0.496
H -1.7192 1.7680 -2.1776  0.756
H -3.1083 -0.6878 -1.2585  0.148
H -4.5724 -0.6118 -0.3003  0.675
H -3.1558 -1.3669 0.3844  0.119
H -5.1385 1.2788 0.6761  0.549
H -5.8285 3.2893 2.0173  0.441
H -5.4689 4.3030 0.6286  0.341
H -4.7102 4.6573 2.1750  0.437
H -2.3773 4.4333 1.4539  0.498
H -0.1342 4.1757 1.2301  0.561
H 0.2815 3.2857 -0.2297  0.235
H 0.5370 2.5549 1.3546  -0.284
Br -0.0454 -3.7268 1.9046  0.047
C -0.8990 -3.6089 0.2529  0.318
C -1.5022 -4.6815 -0.3457  -0.708
C -1.9671 -4.4885 -1.6437  -0.676
C -1.7774 -3.2625 -2.2646  -0.861
C -1.1841 -2.2326 -1.5699  -0.143
N -0.7627 -2.3854 -0.2912  1.515
H -1.5876 -5.6328 0.1605  0.582
H -2.4537 -5.3023 -2.1670  0.491
H -2.0927 -3.1001 -3.2859  0.594
H -1.0277 -1.2675 -2.0219  0.311

Forces on atoms 1 to 3 (eV/Å):
Ta -0.850 -0.182 0.000
O -0.057 -0.063 -0.139
C 0.313 0.026 0.285


C31H40GeN6O8STi | wB97M-V/def2-TZVPD

Its HOMO energy is -7.36 eV. The calculation puts the energy above the lowest of the compared OMol25 structures with the same formula, charge and spin at 218.27 kJ/mol. The calculation puts the calculated total energy at -148581.7121 eV. The value obtained for the strongest force on any atom is 3.135 eV/Å. As for the frontier orbital gap: 5.3556 eV. Its spin multiplicity is 1.

Each line ends with the Mulliken charge.
CARTESIAN COORDINATES (ANGSTROEM)
Ti -0.0910 -0.0387 -0.1301  -0.524
C 2.1550 -0.8075 -0.5520  -0.890
C 1.5562 -0.5138 -1.7899  -0.197
C 1.2544 0.8690 -1.8117  -0.492
C 1.6708 1.4253 -0.5889  -0.462
C 2.2062 0.3862 0.2105  -0.758
H 2.6458 -1.7289 -0.2826  0.818
H 1.4585 -1.1899 -2.6245  0.601
H 0.8426 1.4119 -2.6467  0.524
H 1.6530 2.4700 -0.3222  0.663
H 2.7113 0.5083 1.1541  0.630
C -1.0947 -1.8353 7.1135  -1.646
C -1.1962 -1.3838 5.6595  0.769
C -0.0884 -1.9758 4.7905  -1.393
C -0.3430 -1.8600 3.2880  -0.465
Ge -0.1821 -0.0240 2.4673  1.528
C -1.6120 1.2151 3.1683  -0.450
C -3.0052 1.1417 2.5312  -0.198
C -3.8500 -0.0108 3.0865  0.188
C -4.4005 0.2755 4.4816  -1.616
H -1.8717 -1.3728 7.7234  0.412
H -0.1257 -1.5617 7.5351  0.332
H -1.2034 -2.9184 7.1892  0.379
H -1.1399 -0.2938 5.6185  0.033
H -2.1693 -1.6813 5.2546  0.093
H 0.0158 -3.0381 5.0351  0.469
H 0.8616 -1.4945 5.0417  0.309
H -1.3258 -2.2796 3.0490  0.210
H 0.3917 -2.4781 2.7622  0.376
H 1.0346 0.5240 3.2774  -0.224
H -1.1921 2.2170 3.0625  -0.300
H -1.7008 1.0316 4.2387  0.326
H -2.9228 1.0345 1.4502  -0.421
H -3.5384 2.0825 2.7100  0.722
H -3.2368 -0.9192 3.1193  -0.256
H -4.6885 -0.2012 2.4094  0.457
H -3.5961 0.3945 5.2087  0.279
H -5.0424 -0.5380 4.8214  0.400
H -4.9905 1.1937 4.4756  0.434
O -1.2090 -10.0196 0.9308  -0.674
S -1.2281 -9.2565 -0.2990  1.197
O 0.0115 -8.5825 -0.6176  -0.668
O -1.8899 -9.8777 -1.4265  -0.677
C -2.4058 -7.8759 0.1314  0.080
N -3.6671 -8.2155 0.3899  -0.487
C -4.4806 -7.2083 0.6990  -0.458
C -4.0511 -5.8916 0.7372  -0.555
C -2.7126 -5.6449 0.4480  0.171
N -1.8930 -6.6628 0.1497  -0.251
C -2.0860 -4.3312 0.4114  0.800
C -0.6982 -4.2515 0.2382  -0.771
C -0.0861 -3.0304 0.1529  -1.642
N -0.7518 -1.8557 0.2072  2.284
C -2.0877 -1.9346 0.4082  -0.665
C -2.7716 -3.1147 0.5188  -0.844
H -5.5089 -7.4723 0.9181  0.415
H -4.7355 -5.0930 0.9965  0.395
H -0.1355 -5.1743 0.1694  0.804
H 0.9829 -2.9730 0.0358  0.289
H -2.6149 -0.9883 0.4856  0.278
H -3.8407 -3.0932 0.6762  0.360
O -1.6390 2.4118 -1.8807  -0.778
C -1.3881 2.5412 -0.6963  -0.296
O -0.9633 1.5786 0.0816  0.657
C -1.5587 3.8760 -0.0426  0.381
C -2.3790 4.8265 -0.6436  -0.695
C -2.5559 6.0711 -0.0618  -0.657
C -1.9070 6.3799 1.1230  -0.496
C -1.0825 5.4288 1.7039  -0.609
C -0.8973 4.1806 1.1360  0.153
N -0.3917 5.7430 2.9573  1.102
O 0.3236 4.8848 3.4368  -0.599
O -0.5737 6.8420 3.4405  -0.629
H -2.8728 4.5729 -1.5717  0.480
H -3.1972 6.8021 -0.5338  0.406
H -2.0314 7.3393 1.6028  0.518
H -0.2361 3.4726 1.6133  0.800
C -1.3843 -3.0020 -3.0026  -0.471
N -2.2122 -1.8887 -3.4410  -0.239
C -2.2442 -0.7061 -2.7857  0.273
N -3.1692 0.1959 -3.1838  -0.422
O -1.4740 -0.4761 -1.8371  -0.111
H -1.0218 -3.5533 -3.8670  0.412
H -1.9302 -3.6827 -2.3470  0.273
H -0.5353 -2.6044 -2.4553  -0.146
H -2.9114 -2.0745 -4.1373  0.195
H -3.6329 0.0838 -4.0676  0.222
H -2.9696 1.1390 -2.8757  0.236

Forces on atoms 1 to 3 (eV/Å):
Ti 0.742 1.666 -1.719
C 0.084 0.139 -0.130
C 0.418 0.110 0.064


C31H40N2O3PSe4Ti | wB97M-V/def2-TZVPD

Its HOMO energy (spin up / spin down) is -6.13 / -6.23 eV. The calculation puts the energy above the lowest of the compared OMol25 structures with the same formula, charge and spin at 122.89 kJ/mol. The calculation puts the calculated total energy at -335708.4098 eV. The value obtained for the strongest force on any atom is 1.594 eV/Å. As for the frontier orbital gap (spin up / spin down): 6.4072 / 6.5133 eV. Its spin multiplicity is 2.

Each line ends with the Mulliken charge.
CARTESIAN COORDINATES (ANGSTROEM)
Ti -0.8081 0.1501 -0.2952  0.652
C 3.2881 1.9832 -1.1827  -0.963
O 2.5627 1.2463 -0.2171  0.331
C 3.1629 0.0258 0.1631  -0.545
C 2.3060 -1.1095 -0.3460  -0.564
O 1.1023 -1.2585 0.4169  0.683
C 1.2766 -2.1490 1.5263  -0.986
C 0.4429 -1.7447 2.7216  -0.650
O 0.7557 -0.4344 3.1636  0.045
C 1.8025 -0.3854 4.1149  -0.758
H 4.2685 2.2780 -0.7947  0.281
H 2.7089 2.8781 -1.4038  0.265
H 3.4305 1.4076 -2.1050  0.321
H 3.2122 -0.0024 1.2560  0.063
H 4.1799 -0.0537 -0.2319  0.581
H 2.8527 -2.0556 -0.3580  0.256
H 2.0068 -0.8579 -1.3613  0.095
H 2.3319 -2.1554 1.8106  0.572
H 0.9900 -3.1505 1.1995  0.327
H 0.6178 -2.4673 3.5258  0.592
H -0.6119 -1.7727 2.4527  -0.056
H 1.5321 -0.9361 5.0221  0.340
H 1.9617 0.6612 4.3699  0.099
H 2.7356 -0.8031 3.7172  0.346
C 2.4817 2.6071 2.5220  -0.966
C 1.4608 2.9384 3.5743  0.242
C 1.9016 3.4562 4.7889  -0.462
C 1.0150 3.7935 5.7976  -0.966
C -0.3407 3.6039 5.5921  -0.788
C -0.7978 3.0879 4.3883  -1.610
C 0.0827 2.7593 3.3532  1.512
P -0.5273 2.1227 1.7025  1.318
C -2.3261 2.0827 2.1266  1.149
C -2.6330 0.8791 2.7611  -0.202
C -3.8835 0.6367 3.3036  -0.943
C -4.8648 1.6021 3.1912  -0.860
C -4.5795 2.7891 2.5316  -0.998
C -3.3242 3.0630 1.9990  1.003
C -3.1305 4.3801 1.2978  -1.161
C -0.1334 3.5253 0.5853  1.442
C 0.1695 4.8073 1.0555  -1.069
C 0.4190 5.8487 0.1840  -0.743
C 0.3632 5.6192 -1.1865  -0.872
C 0.1078 4.3438 -1.6553  -0.260
C -0.1117 3.2636 -0.7900  -0.759
C -0.2530 1.8803 -1.3899  -1.535
H 3.4142 2.2725 2.9799  0.532
H 2.7011 3.4868 1.9092  0.492
H 2.1186 1.8355 1.8499  -0.824
H 2.9672 3.5920 4.9392  0.441
H 1.3797 4.1898 6.7366  0.356
H -1.0538 3.8526 6.3684  0.453
H -1.8593 2.9445 4.2685  0.369
H -1.8610 0.1206 2.8487  0.288
H -4.0884 -0.3112 3.7850  0.517
H -5.8541 1.4254 3.5933  0.381
H -5.3585 3.5355 2.4162  0.359
H -4.0681 4.9363 1.2854  0.477
H -2.8084 4.2307 0.2651  0.115
H -2.3811 4.9915 1.7993  0.217
H 0.1875 4.9998 2.1210  0.468
H 0.6412 6.8366 0.5690  0.424
H 0.5331 6.4313 -1.8832  0.396
H 0.0956 4.1586 -2.7247  0.472
H 0.7143 1.6215 -1.8347  0.513
H -0.9278 1.9616 -2.2448  0.814
Se -3.2144 0.9720 -0.9393  -0.283
Se -4.8333 -0.6319 -0.3905  -0.216
Se -3.6216 -2.1078 0.9591  -0.211
Se -1.7714 -2.4284 -0.3971  -0.322
C -1.9864 -1.2572 -5.6386  -0.886
N -1.1245 -1.2521 -4.4684  0.145
C -0.0593 -2.0843 -4.2253  -0.671
C 0.3925 -1.7555 -2.9860  -0.646
N -0.3799 -0.7398 -2.4646  0.523
C -1.2810 -0.4668 -3.3859  -0.869
H -1.5775 -1.9411 -6.3767  0.305
H -2.0443 -0.2618 -6.0732  0.338
H -2.9891 -1.5853 -5.3702  0.332
H 0.2721 -2.8201 -4.9391  0.405
H 1.1836 -2.2262 -2.4288  0.513
H -2.0862 0.2444 -3.2843  0.488

Forces on atoms 1 to 3 (eV/Å):
Ti 0.090 -1.518 -0.476
C -0.030 -0.041 0.044
O 0.097 0.094 0.025


C31H41Cl4N9O8 | wB97M-V/def2-TZVPD

Its HOMO energy is -9.17 eV. The calculation puts the energy above the lowest of the compared OMol25 structures with the same formula, charge and spin at 312.78 kJ/mol. The calculation puts the calculated total energy at -112677.7824 eV. The value obtained for the strongest force on any atom is 4.571 eV/Å. As for the frontier orbital gap: 8.9516 eV. Its spin multiplicity is 1.

Each line ends with the Mulliken charge.
CARTESIAN COORDINATES (ANGSTROEM)
C 6.2405 -0.1987 -2.0320  -0.874
N 4.9992 -0.8889 -1.6507  0.890
O 4.3759 -1.4943 -2.5411  -0.462
O 4.5593 -0.8084 -0.5520  -0.508
H 6.3385 0.8388 -1.7128  0.316
H 6.1344 -0.2113 -3.1168  0.356
H 7.1586 -0.7313 -1.7839  0.297
C -0.3440 -0.0384 5.6936  -0.976
N -0.2669 0.3774 4.2857  0.803
O -0.0715 1.5658 4.0819  -0.383
O -0.3366 -0.4978 3.4348  -0.401
H 0.0521 0.7306 6.3568  0.335
H 0.3233 -0.9002 5.7034  0.298
H -1.4194 -0.1044 5.8585  0.334
C 0.5251 5.0296 -2.5022  -0.992
N 0.3264 4.3106 -1.2129  1.009
O 1.2510 4.3437 -0.3799  -0.489
O -0.5878 3.5899 -1.1544  -0.511
H 0.3392 5.9679 -1.9795  0.401
H -0.2068 4.8357 -3.2863  0.296
H 1.5291 4.8907 -2.9032  0.302
C -3.5926 -1.2829 -1.0317  0.594
N -4.5615 -1.5726 -2.0986  0.996
O -5.7439 -1.4354 -1.8462  -0.619
O -4.0854 -1.9649 -3.1514  -0.589
H -3.5978 -0.1999 -0.9085  0.265
H -2.6947 -1.7689 -1.4133  -0.372
H -3.9831 -1.7657 -0.1359  -0.314
C -5.1956 -3.5533 2.9739  -0.306
C -4.3883 -3.9825 4.0506  -0.444
C -3.2945 -3.2253 4.4865  -0.276
N -2.9700 -2.0818 3.9174  -0.139
C -3.7570 -1.5903 2.8983  -0.150
C -4.9413 -2.2930 2.4361  -0.631
H -5.9531 -4.2158 2.5817  0.411
H -4.5264 -4.9537 4.5025  0.361
H -2.7063 -3.5978 5.3121  0.371
H -3.4757 -0.6208 2.5144  0.270
H -5.5224 -1.9671 1.5862  0.559
C -0.4974 -1.8163 -4.3742  -0.081
C -0.4302 -1.0450 -5.4877  -0.526
C 0.7469 -0.9335 -6.2542  -0.388
N 1.9527 -1.5994 -5.9939  -0.668
C 1.8974 -2.2474 -4.8366  -0.528
C 0.7379 -2.2973 -3.9547  0.037
H -1.3043 -2.0196 -3.6859  0.473
H -1.3246 -0.5887 -5.8855  0.404
H 0.7283 -0.2190 -7.0639  0.409
H 2.7536 -2.8495 -4.5704  0.424
H 0.8868 -2.8746 -3.0541  0.532
C 1.5136 1.0980 -0.0860  -0.610
C 1.1810 0.1099 -1.0643  -0.170
C -0.0970 -0.4022 -1.0744  -0.789
N -1.0094 -0.0157 -0.1516  0.362
C -0.7248 0.9439 0.7588  -0.903
C 0.5453 1.4340 0.8749  0.672
H 2.5417 1.4149 0.0088  0.460
H 1.9777 -0.2056 -1.7217  0.399
H -0.3408 -1.1931 -1.7683  0.246
H -1.4826 1.1152 1.5090  0.474
H 0.9189 2.1346 1.6071  -0.257
C 0.3706 4.8365 2.7535  0.320
C 0.9020 5.9421 2.0456  -0.471
C 0.3375 7.1522 2.3055  -0.397
N -0.7808 7.3344 2.9436  -0.585
C -1.3375 6.2485 3.5401  -0.354
C -0.7694 4.9713 3.4876  -0.283
H 0.8976 3.8940 2.7323  0.195
H 1.7552 5.8513 1.3897  0.407
H 0.5785 8.0173 1.7056  0.371
H -2.2564 6.4499 4.0706  0.384
H -1.2265 4.0963 3.9257  0.409
C -1.0337 -5.8720 0.3555  -0.076
C -0.7318 -6.0536 -0.9930  -0.838
C -0.4955 -4.8908 -1.7056  -0.103
N -0.5432 -3.5790 -1.1976  0.130
C -0.8453 -3.4926 0.1150  -0.055
C -1.0674 -4.5820 0.9822  -1.050
H -1.1984 -6.7985 0.8855  0.353
H -0.5312 -7.0732 -1.2873  0.371
H 0.1051 -4.9794 -2.5987  0.301
H -0.8188 -2.4603 0.4314  0.505
H -1.3539 -4.4012 2.0077  0.467
Cl 4.3837 2.2225 -5.3520  -0.189
C 2.9740 1.4723 -4.6241  0.465
Cl 1.5430 2.5909 -4.5879  -0.165
H 2.8004 0.6027 -5.2580  0.002
H 3.2494 1.2163 -3.6010  -0.130
Cl 3.8886 2.5540 2.8051  -0.169
C 3.5612 0.8781 3.2457  0.152
Cl 3.4520 0.5559 4.9431  -0.179
H 2.6904 0.4497 2.7494  -0.149
H 4.3998 0.3675 2.7722  0.354

Forces on atoms 1 to 3 (eV/Å):
C 0.685 0.281 -1.815
N -1.525 -0.935 -1.620
O 1.288 0.650 0.339